1.
This record from OMol25 describes a cluster of 14 separate species, C36H91Cl9O33S11 in total in a non-equilibrium geometry. The level of theory is ωB97M-V/def2-TZVPD.

Positions of all 180 atoms, in Å:
Cl -4.378176 2.897973 -1.009772
Cl -1.696416 -3.720677 7.052008
Cl -0.069706 -1.183127 0.535798
Cl -3.835316 3.613073 1.698798
Cl -1.153886 -1.371557 5.563838
Cl -0.075296 1.391643 1.976928
Cl -6.492826 2.517933 0.890498
Cl -3.798746 -1.928667 6.943788
Cl -1.259826 1.089273 -0.779402
S 2.467344 2.579983 -2.144662
S 1.238694 4.020673 8.560448
S 6.181104 -0.492247 -0.434742
S 0.460894 -2.272457 -4.902662
S -1.996536 -5.152027 1.590138
S -2.981916 1.580093 -7.954292
S -5.126006 -1.857787 -0.414262
S -1.858796 6.450473 -0.129302
S 3.144014 -1.987547 4.333038
S 3.578164 1.724443 2.226128
S -3.431486 -2.748227 -5.335442
O 2.581454 1.152303 -1.831872
O 2.639254 2.776453 -3.808062
O -3.078246 -3.106167 -6.721072
O -3.582846 1.459033 -6.426612
O 0.547534 2.717363 7.703038
O 3.205324 3.030333 1.702428
O -3.301396 6.414343 0.052278
O -0.043716 -1.859287 -6.211882
O 2.916674 -1.671317 5.754978
O -4.789856 -0.627807 -1.155582
O -5.120806 -2.760877 -5.291152
O 2.667144 3.867453 8.610448
O 2.132174 -2.182017 -4.952612
O 0.645924 5.276933 8.098898
O 3.146554 -3.669547 4.178298
O -1.952536 2.671353 -8.019942
O 6.546904 -1.310847 -1.913432
O -4.914556 -3.161297 -1.050202
O 3.010564 0.522993 1.620678
O 7.321994 -0.635507 0.466508
O 5.598374 0.794463 -0.813132
O -1.687626 -4.511877 2.865418
O -2.919246 -1.537927 -4.694592
O -4.093656 1.653273 -8.856772
O 4.213134 -1.421407 3.518618
O -1.128356 7.715783 -0.152062
O 1.248624 3.295103 -1.723842
O -4.271936 -1.808917 0.998298
O -1.419886 -6.477677 1.255318
O -1.708696 -4.019567 0.451748
O 0.051124 -3.471547 -4.233622
O 3.185424 1.727243 3.830858
O -1.268216 5.499533 1.124238
C 0.891504 3.784263 -5.077912
C -3.080996 -0.635297 2.703298
C -2.820426 1.735143 -5.288312
C 0.057684 5.614183 1.475938
C 7.633154 -2.983257 -3.346992
C -1.359936 1.676353 6.583278
C 0.343184 -0.906317 -3.633712
C 5.347834 1.507453 2.440668
C 3.706694 2.182733 6.021278
C -5.134416 3.557733 0.460678
C 0.197034 -4.573887 -0.930572
C 2.126054 -4.727817 2.310568
C -0.692296 3.018263 7.096988
C 2.782944 -3.012487 -3.991792
C 1.470294 -1.581867 3.552398
C 4.825004 -1.673247 0.263928
C -7.297046 -2.389017 -4.279562
C -2.668656 3.239563 -4.991642
C -3.879096 -5.146397 1.459688
C 4.068124 3.398303 -1.625462
C -3.087356 -4.314377 -4.247732
C -2.395136 -2.543107 5.986718
C -1.346566 5.409573 -1.614182
C -4.279176 -0.587967 1.758788
C 0.018894 0.571153 0.392688
C -2.200746 -0.106377 -8.011442
C 2.241704 4.054473 -4.357622
C -5.821066 -2.533737 -4.045522
C 3.540164 2.830093 4.642738
C 7.303394 -2.528707 -1.919492
C -6.835566 -1.878047 0.283288
C 0.272744 4.910313 2.815358
C 0.542494 3.658803 10.189558
C 3.402654 -4.174747 2.959458
C 4.063244 -2.319137 -3.598182
C -1.339366 -4.382667 -0.847102
H -0.697646 6.035253 -2.226982
H -2.020856 -4.356357 -4.026582
H -3.580426 3.728323 -5.334982
H 5.514214 1.039413 1.470428
H -0.721956 -0.812787 -3.422002
H -7.660736 -2.200737 -3.269422
H 3.043434 4.412503 -5.003482
H 5.466154 0.802223 3.263318
H 2.120044 -3.155307 -3.138412
H 0.388964 -5.312117 -0.151932
H 4.354904 3.474663 4.312848
H 4.317654 3.116263 -0.602582
H -0.545746 3.663873 6.231068
H -2.935546 -0.832337 -7.663382
H -1.462116 3.500623 7.699308
H 0.781374 5.126213 0.823058
H 5.139294 -2.716747 0.243108
H 1.704584 -3.914937 1.719218
H -6.933616 -1.050807 0.986248
H -1.877386 3.718903 -5.568022
H -7.036736 -2.840797 0.753118
H 0.576544 -5.083317 -1.816322
H -1.834626 1.277023 -5.368512
H -5.617366 -3.377217 -3.385862
H 4.820694 2.955613 -2.277962
H -1.347966 0.988993 7.429158
H 8.498414 -3.640587 -3.432792
H -3.241456 1.259203 -4.402702
H -0.678466 1.197083 5.880428
H 3.886854 -1.311017 -3.223132
H 5.907504 2.432883 2.576478
H -5.415286 4.588643 0.245198
H 4.690404 -2.332077 -4.489592
H 8.155324 -2.423327 -1.247772
H 4.116394 2.911053 6.721138
H 0.656424 -2.247627 3.839578
H 0.914844 -1.163837 -2.742092
H -1.628276 -3.554017 -1.493612
H -2.541836 3.347673 -3.914452
H -0.507226 3.458553 9.974888
H -2.722126 -3.107017 5.113118
H 0.649864 4.712713 -5.595292
H 3.862844 -3.453617 2.283958
H -2.212546 5.167883 -2.230432
H -0.252856 5.328523 3.673818
H 2.075564 4.779633 -3.560972
H 3.905834 -1.548347 -0.308452
H 4.047404 -5.048117 3.057618
H -2.391436 1.597323 6.239978
H 1.013424 0.821253 0.023288
H 4.642994 -2.812617 -2.818132
H -4.188896 -5.946967 2.131418
H 4.069044 4.487923 -1.654362
H -5.478616 -1.615137 -3.569072
H -3.513126 -4.129457 -3.261512
H -4.103726 0.181173 1.006628
H 0.844924 -3.699467 -0.869652
H 1.290034 5.052873 3.179918
H -4.178586 -5.392497 0.440948
H 0.027544 3.857883 2.672618
H 7.720514 -2.163307 -4.059842
H -4.226706 -4.210037 1.896138
H 1.709104 -1.719327 2.497798
H -7.664536 -1.620067 -4.959092
H -7.734316 -3.332187 -4.607162
H -0.767026 4.540423 -1.303032
H 0.127654 3.399193 -4.402382
H -2.909796 0.356143 3.122628
H 0.781054 0.024143 -3.995112
H 6.781914 -3.569697 -3.692772
H 2.420314 -5.498457 1.598078
H -2.132586 -0.967787 2.281318
H 4.467964 1.403153 6.050198
H -1.375566 0.024693 -7.311442
H 1.316134 -0.514517 3.710848
H 0.801614 4.547793 10.764588
H -3.433676 -5.274027 -4.631462
H -1.862876 -5.275727 -1.188392
H 3.082414 -3.965607 -4.427662
H -5.258066 -0.390177 2.195528
H 1.021024 3.057793 -5.880142
H -1.821496 -0.323907 -9.009922
H 6.689924 -3.272677 -1.411292
H 0.545744 6.588013 1.515368
H 1.073124 2.818403 10.637068
H -7.522506 -1.890467 -0.562922
H -3.374296 -1.350297 3.471968
H 1.367764 -4.983667 3.050588
H 2.760344 1.844193 6.443058
H 2.677644 3.486903 4.755738
H 4.694024 -1.353407 1.297688

Atoms 1-3, force components in eV/Å:
Cl -0.21 0.14 -0.17
Cl 0.79 -0.99 0.40
Cl -0.02 -0.07 0.05

- LUMO (eV) = -0.158
- highest occupied orbital energy (eV) = -10.5
- electronic energy (hartree) = -12430.6481


2.
This record from OMol25 describes a cluster of 12 separate species, C36H93BN15O19 in total in a non-equilibrium geometry. The level of theory is ωB97M-V/def2-TZVPD.

Positions of all 164 atoms, in Å:
O -3.693838 3.323743 8.699167
O 1.023432 1.459773 0.653737
O 7.026572 2.233843 -3.884103
O -0.909328 -2.250197 -0.376233
O -4.115138 11.787973 5.839897
O -1.530648 -1.551717 -5.339163
O 0.678822 -0.391697 2.169397
O -0.724698 1.636223 2.092227
O -3.970318 -6.314597 -7.524053
O -0.792538 3.948153 2.349887
O -8.242658 2.271493 -0.053803
O 5.676252 -5.841337 6.850637
O 1.454692 3.702243 0.428457
O 1.146172 -2.613607 1.890747
O 4.618352 6.791223 3.883097
O -4.329598 -7.628467 3.147637
O -0.828848 -0.079707 0.445817
O -0.184508 12.508793 -0.719533
O 6.371842 -9.046217 -2.045323
N 5.086272 2.184493 -2.922643
N -5.636018 3.311103 7.596717
N 6.593322 3.283793 -1.922223
N 6.857812 5.451043 5.550847
N -11.490418 3.228373 1.089097
N 2.403462 11.777133 -3.492883
N -4.796958 -6.261037 -4.662783
N 9.155432 -9.154777 -2.945533
N -3.976088 10.525253 4.059327
N -2.944408 9.844243 5.809987
N -0.740848 -8.627097 3.216217
N 7.397792 -6.181537 5.572927
N 2.100462 -0.671747 -6.234843
N -4.016468 4.446323 6.937027
N 5.713722 -5.132457 4.720827
C -2.595528 -6.414787 -7.367423
C 4.373072 8.149713 3.568567
C -2.682498 -0.745347 -5.616503
C 5.938182 6.315763 3.426997
C -4.374008 -7.466907 -5.386173
C -4.400258 3.641463 7.812357
C 0.832252 2.781883 0.946997
C -10.249898 3.261183 0.489017
C -0.201578 2.876883 1.960287
C -0.344128 13.329043 0.439287
C -9.587518 4.582803 0.828357
C -0.513748 -1.416667 0.465237
C -9.381058 2.023673 0.813497
C 5.758312 -8.795267 -0.812873
C -2.978348 -7.696597 3.602977
C 6.408712 5.066863 4.219927
C 0.570872 -1.592337 1.574987
C 9.141892 -11.499807 -3.194223
C -4.830558 -6.641197 2.282617
C -0.330458 -0.685057 -5.472163
C -3.652558 10.812333 5.289217
C 6.233082 -5.672417 5.827177
C -5.138748 -8.614307 -4.571903
C 7.179272 -10.151007 -2.033593
C 6.305292 2.522683 -2.950403
C 8.266132 -10.210287 -3.121693
C -2.376088 -9.590327 1.827047
C -1.985418 -8.222337 2.572747
C 1.397252 -2.582307 -4.987613
C 0.896392 -1.481507 -5.929813
C 1.178702 10.025383 -2.458193
C 5.324742 3.956273 4.253717
C -4.667378 -7.433037 -6.922773
C 1.125912 12.498283 -1.395303
C 1.129932 11.552153 -2.676113
C -7.128538 1.360313 0.201197
B 0.035832 0.642483 1.350597
H -9.603998 4.831553 1.889467
H -0.017678 14.344623 0.215407
H -4.891258 -9.563417 -5.047343
H -9.747908 0.997263 0.814377
H -3.012088 4.440413 6.830757
H 4.418622 4.224563 4.796917
H -6.198778 4.030853 7.166187
H -2.702418 9.853243 6.790527
H 7.508672 3.671283 -1.743113
H 1.328412 13.538283 -1.651223
H 6.441762 -10.913837 -2.283133
H -0.563138 0.223313 -6.027883
H -2.191928 -7.211107 -7.992783
H 5.233272 8.717893 3.922537
H 5.069122 3.667693 3.234167
H -3.013618 -8.495897 4.343227
H -6.674698 1.498563 1.182537
H 7.544212 -10.418377 -1.041913
H -4.517468 -8.315107 -7.545343
H -4.547018 -5.582437 -5.367843
H 2.955312 -1.209157 -6.257703
H 1.846312 9.592503 -1.713203
H 6.739072 7.052653 3.487707
H -1.769028 -7.501187 1.784577
H -10.001578 5.387753 0.221157
H -3.573648 -1.309177 -5.340753
H -2.814158 0.272123 -5.248373
H 1.958732 -0.384317 -7.192643
H 1.514802 -2.190367 -3.977333
H -4.473858 -7.132557 1.377397
H 7.779582 -9.999557 -4.074033
H 6.273072 5.030833 6.259077
H 4.924132 -9.495727 -0.852783
H 6.395452 6.348993 5.548337
H 2.342312 -3.024427 -5.303003
H 1.111352 9.521863 -3.422573
H 9.868222 -11.518717 -2.381703
H 2.398982 11.367173 -4.415923
H -6.206328 -8.426867 -4.456863
H -11.549248 3.588713 2.030797
H -1.330628 13.200213 0.884607
H -9.082688 2.099733 1.859107
H 0.224292 11.703823 -3.263403
H 7.923122 -6.527417 6.363177
H 1.971942 12.277353 -0.744513
H 5.214322 -7.851287 -0.779993
H -5.918188 -6.576797 2.314597
H -1.840308 -9.675797 0.881667
H 4.859122 1.573773 -3.694343
H 5.943302 6.070483 2.364967
H -4.622428 11.153863 3.604157
H -2.100708 -5.552667 -7.814643
H -3.418158 -9.460647 1.534877
H -12.125278 3.922473 0.721287
H 4.440402 2.350213 -2.164033
H -0.909778 -9.128717 4.076417
H -8.562448 4.535693 0.460767
H -3.314388 -7.691187 -5.263623
H 3.434952 8.561283 3.940907
H -2.662238 -6.784107 4.108487
H -2.199868 -6.279357 -6.360833
H -7.353848 0.305783 0.042147
H -0.089498 -0.227937 -4.512433
H 8.584282 -8.538697 -2.384873
H 7.779022 -6.026907 4.650507
H 9.510742 -8.823847 -3.831163
H -4.274338 -5.923027 -3.867353
H -4.646788 4.599313 6.162827
H -0.186498 -7.833277 3.503697
H 5.720742 3.057843 4.727077
H -4.647708 -8.671847 -3.600473
H 4.358012 8.289843 2.487717
H 0.749322 -3.440527 -5.165823
H 7.348042 4.772473 3.751847
H -10.457308 3.224163 -0.580423
H 6.370502 -8.894387 0.083517
H 8.728722 -12.477647 -2.946783
H -4.402348 -5.645017 2.393767
H 0.195832 9.846823 -2.022093
H 2.590752 12.762623 -3.610483
H -2.642148 -0.785977 -6.705003
H 5.842762 3.480623 -1.275673
H 0.432752 -1.929287 -6.808813
H 9.648152 -11.718567 -4.134403
H 0.279162 12.939173 1.244037
H -3.978358 9.555133 3.778317
H -2.246788 -10.451737 2.482297
H -5.748698 -7.313917 -6.990953
H -2.583678 9.142943 5.178987
H -6.053038 2.565783 8.135887
H -6.387618 1.694033 -0.525283
H 6.279822 -4.438067 4.254507
H 4.715572 -4.983467 4.760997

Atoms 1-3, force components in eV/Å:
O 2.33 -2.38 3.68
O 0.37 1.97 -0.24
O 1.45 -0.29 -0.63

- LUMO (eV) = 1.494
- charge = -1
- energy relative to the best compared isomer or geometry (same formula, charge and spin) (kcal/mol) = 214.8
- highest occupied orbital energy (eV) = -7.6
- electronic energy (hartree) = -3703.2086